No. 1
The following is a DFT calculation (wB97M-V/def2-TZVPD) of the molecule C13H18N5O8P.

Positions of all 45 atoms, in Å:
O -5.452 -3.002 0.919
O 2.896 2.550 -4.756
N -1.866 -0.251 0.642
N -1.825 -1.909 4.390
N 0.838 -1.144 2.836
O -4.550 -5.008 1.418
O 0.674 2.324 -2.943
O 2.318 0.463 -0.673
O 5.239 3.246 -4.990
O 4.720 0.899 -4.256
O 4.146 3.002 -2.588
C -4.816 -3.701 1.647
C -2.942 -0.630 1.228
C -1.796 -1.438 3.170
C 1.430 -0.580 1.810
C -0.522 -1.054 2.496
C -0.665 -0.416 1.292
N -2.998 -1.220 2.492
N 0.576 -0.146 0.829
C -4.402 -3.175 3.001
C -4.306 -1.630 3.080
C 0.628 1.994 -0.561
C 3.940 1.955 -1.603
C 1.438 2.371 -1.749
C 0.905 0.528 -0.436
C 2.569 1.345 -1.758
P 4.237 2.435 -4.133
H -0.899 -1.970 4.830
H -4.925 -5.145 0.535
H 1.244 2.376 -3.721
H 4.759 4.089 -5.070
H 4.637 0.840 -5.224
H -3.832 -0.466 0.639
H 2.491 -0.479 1.738
H -5.160 -3.444 3.694
H -3.471 -3.652 3.357
H -5.119 -1.144 2.544
H -4.335 -1.343 4.149
H 0.989 2.506 0.336
H -0.425 2.219 -0.713
H 4.043 2.413 -0.639
H 4.797 1.255 -1.659
H 1.855 3.389 -1.696
H 0.393 0.026 -1.248
H 2.547 0.721 -2.656

Calculated values
Structure (SMILES) = [H]/N=c1\c2ncn([C@H]3C[C@H](O)[C@@H](COP(=O)(O)O)O3)c2ncn1CCC(=O)O
Kohn-Sham gap = 0.2947 Ha
ΔE to the lowest compared entry with this formula, charge and spin = 0.0 kcal/mol

=====

No. 2
The following is a DFT calculation (wB97M-V/def2-TZVPD) of the molecule C6H7N.

Positions of all 14 atoms, in Å:
N -0.406 3.205 -1.007
C -0.324 2.119 -0.607
C -0.286 0.799 -0.008
C 1.002 0.242 0.661
C 0.902 -1.216 0.359
C -0.192 -1.553 -0.324
C -1.056 -0.372 -0.689
H -0.304 0.852 1.156
H 1.898 0.821 0.487
H 0.853 0.348 1.839
H 1.637 -1.890 0.775
H -0.464 -2.574 -0.581
H -1.191 -0.300 -1.784
H -2.068 -0.481 -0.278

Calculated values
Structure (SMILES) = N#CC1CC=CC1
Kohn-Sham gap = 0.3706 Ha
ΔE to the lowest compared entry with this formula, charge and spin = 69.1 kcal/mol

=====

No. 3
The following is a DFT calculation (wB97M-V/def2-TZVPD) of a cluster of 2 separate species, C4H7NO in total.

Positions of all 13 atoms, in Å:
C 1.508 0.680 0.015
C 1.224 -0.566 -0.454
C -0.627 0.766 0.452
C -1.189 -0.760 0.336
N -2.041 -1.046 -0.537
O -1.149 1.597 -0.268
H -2.230 -0.245 -1.153
H -0.430 0.896 1.528
H 2.016 0.799 0.962
H 1.563 1.523 -0.656
H 0.880 -0.710 -1.467
H 1.409 -1.456 0.129
H -0.935 -1.477 1.113

Calculated values
Structure (SMILES) = [H]/N=C\C=O.C=C
Kohn-Sham gap = 0.3502 Ha
ΔE to the lowest compared entry with this formula, charge and spin = 89.8 kcal/mol

=====

No. 4
The following is a DFT calculation (wB97M-V/def2-TZVPD) of a structure of composition C34H34Cl2MnNO3STe.

Positions of all 77 atoms, in Å:
Mn -2.068 -0.238 -1.616
C 3.755 0.366 2.436
C 2.652 0.202 1.433
C 2.930 -0.007 0.085
C 1.929 -0.125 -0.869
C 2.196 -0.192 -2.347
O 1.364 -0.634 -3.119
C 3.482 0.348 -2.858
C 4.095 1.474 -2.297
C 5.279 1.957 -2.827
C 5.870 1.318 -3.909
C 5.243 0.228 -4.498
C 4.048 -0.247 -3.986
C 0.571 -0.150 -0.428
O -0.389 -0.387 -1.282
C 0.269 0.107 0.939
C 1.325 0.288 1.827
C -1.117 0.175 1.412
N -2.108 0.243 0.588
C -3.483 0.120 1.069
C -3.825 -1.354 1.310
Te -3.082 -2.690 -0.235
C -1.763 -3.658 1.146
C -0.403 -3.835 0.938
C 0.356 -4.473 1.910
C -0.238 -4.931 3.077
C -1.607 -4.783 3.264
C -2.373 -4.155 2.295
C -1.326 0.093 2.888
C -0.990 -1.096 3.537
C -1.258 -1.250 4.887
C -1.839 -0.215 5.606
C -2.141 0.983 4.972
C -1.894 1.136 3.617
H 4.729 0.397 1.954
H 3.752 -0.459 3.151
H 3.619 1.284 3.009
H 3.961 -0.090 -0.230
H 3.625 1.999 -1.476
H 5.741 2.835 -2.395
H 6.811 1.680 -4.301
H 5.688 -0.249 -5.360
H 3.554 -1.092 -4.446
H 1.102 0.499 2.865
H -4.141 0.564 0.318
H -3.624 0.660 2.003
H -4.901 -1.484 1.399
H -3.343 -1.695 2.223
H 0.067 -3.474 0.031
H 1.417 -4.617 1.752
H 0.359 -5.422 3.835
H -2.084 -5.167 4.155
H -3.445 -4.067 2.427
H -0.534 -1.902 2.975
H -1.011 -2.184 5.374
H -2.044 -0.337 6.661
H -2.574 1.797 5.538
H -2.118 2.081 3.136
Cl -6.336 -1.506 -1.467
C -5.695 -0.223 -2.477
Cl -3.930 -0.371 -2.828
H -5.850 0.733 -1.991
H -6.189 -0.259 -3.442
O -1.991 1.763 -2.224
S -1.664 2.927 -3.158
C -0.735 4.124 -2.149
C 0.712 3.654 -2.152
C 1.001 3.283 -3.604
C -0.163 2.408 -4.067
H -1.203 4.199 -1.169
H -0.840 5.075 -2.675
H 0.826 2.782 -1.500
H 1.378 4.438 -1.794
H 1.948 2.755 -3.711
H 1.052 4.187 -4.212
H -0.017 1.356 -3.817
H -0.369 2.497 -5.132

Calculated values
Kohn-Sham gap (spin up / spin down) = 0.1740 / 0.2666 Ha
Charge = +2
ΔE to the lowest compared entry with this formula, charge and spin = 24.1 kcal/mol
⟨S²⟩ = 6.285
Multiplicity = 5

=====

No. 5
The following is a DFT calculation (wB97M-V/def2-TZVPD) of a structure of composition C3H4N2O.

Positions of all 10 atoms, in Å:
C -1.288 -0.110 -0.523
C 0.545 0.324 0.562
C 1.858 0.040 0.142
N -0.561 0.959 -0.155
N -0.543 -1.114 -0.038
O 2.843 -0.420 -0.129
H -2.300 -0.290 -0.926
H 0.482 0.629 1.649
H -0.784 1.973 -0.038
H -0.251 -1.991 -0.544

Calculated values
Kohn-Sham gap (spin up / spin down) = 0.3337 / 0.3337 Ha
Charge = +2
ΔE to the lowest compared entry with this formula, charge and spin = 52.3 kcal/mol

=====

No. 6
The following is a DFT calculation (wB97M-V/def2-TZVPD) of a structure of composition C14H14I2N4Ru.

Positions of all 35 atoms, in Å:
Ru 0.235 0.383 0.009
C 2.568 4.161 -3.643
C 2.462 4.037 -2.215
C 1.810 2.962 -1.681
C 1.284 1.981 -2.549
C 1.386 2.107 -3.982
C 2.020 3.188 -4.513
N 0.671 0.850 -1.959
N 0.490 -0.121 -2.793
C -0.022 -1.260 -2.267
C -0.241 -2.344 -3.112
C -0.746 -3.534 -2.568
C -0.993 -3.574 -1.215
C -0.745 -2.438 -0.410
N -0.277 -1.310 -0.918
H 3.078 5.027 -4.054
H 2.904 4.798 -1.584
H 1.749 2.855 -0.605
H 0.955 1.349 -4.619
H 2.108 3.313 -5.585
H -0.015 -2.244 -4.167
H -0.927 -4.395 -3.199
H -1.373 -4.468 -0.736
H -0.926 -2.469 0.657
I -2.253 1.772 0.633
I -3.567 2.673 2.724
C 2.288 -0.591 4.939
C 2.555 -1.373 3.634
C 1.827 -0.805 2.510
N 1.252 -0.359 1.613
H 2.941 -1.009 5.703
H 1.254 -0.713 5.249
H 2.543 0.460 4.826
H 2.245 -2.420 3.706
H 3.612 -1.360 3.346

Calculated values
Kohn-Sham gap (spin up / spin down) = 0.2439 / 0.2023 Ha
Charge = +4
⟨S²⟩ = 6.118
Multiplicity = 5

=====

Number 1: F_max 3.91 eV/Å, DFT total energy -1723.37091 a.u.. Number 2: F_max 4.45 eV/Å, DFT total energy -287.47713 a.u.. Number 3: F_max 4.35 eV/Å, DFT total energy -286.48850 a.u.. Number 4: F_max 2.90 eV/Å, DFT total energy -4333.52463 a.u.. Number 5: F_max 4.99 eV/Å, DFT total energy -300.57548 a.u.. Number 6: F_max 0.89 eV/Å, DFT total energy -1449.41348 a.u..